C4H6N2OS as an isolated structure in a non-equilibrium geometry, computed with wB97M-V/def2-TZVPD.

Relative energy (zero: lowest compared OMol25 entry of this formula, charge and spin) (kcal per mole): 118.6
HOMO level (eV): -8.369
Gap between HOMO and LUMO (eV): 8.59
Charge: 0

Last column: Löwdin charge in e.
Atoms and positions in Å:
C (1.31, 0.13, -2.00)  -0.0837
C (0.29, -0.06, -0.93)  -0.3208
C (-0.34, -0.88, 0.99)  -0.5627
C (-0.91, 0.29, 0.89)  -0.7414
H (1.47, -0.93, -2.34)  0.0655
H (2.37, 0.56, -1.79)  0.0963
H (0.98, 0.69, -3.13)  0.1412
H (-1.20, -1.95, 2.63)  0.2505
H (-0.66, 1.82, 2.55)  -0.0267
H (-1.27, 1.41, -0.89)  0.2726
N (0.43, -1.15, 0.00)  0.1752
N (-0.43, 0.85, -0.21)  0.0382
O (-0.16, -1.78, 2.03)  -0.0465
S (-1.86, 0.99, 2.20)  0.7425